(1)
{"formula": "C33H57LaNP2Si", "method": "the ωB97M-V functional and the def2-TZVPD basis", "elements": ["La", "C", "C", "C", "C", "C", "C", "H", "H", "H", "C", "H", "H", "H", "C", "H", "H", "H", "C", "H", "H", "H", "C", "H", "H", "H", "C", "C", "C", "C", "C", "C", "C", "C", "H", "H", "H", "H", "H", "H", "H", "H", "H", "H", "H", "H", "P", "P", "C", "C", "H", "H", "H", "H", "C", "H", "H", "H", "C", "H", "H", "H", "C", "H", "H", "H", "C", "H", "H", "H", "C", "Si", "C", "C", "N", "C", "C", "C", "C", "C", "C", "H", "H", "H", "H", "H", "H", "H", "H", "H", "H", "H", "H", "H", "H"], "positions_angstrom": [[0.7671, -0.4581, 0.5799], [2.4150, 0.6604, 2.5748], [1.0829, 0.6847, 3.0987], [1.8269, -1.5049, 3.1155], [2.8788, -0.6894, 2.6130], [0.7129, -0.6680, 3.3938], [3.2396, 1.8269, 2.1819], [2.6198, 2.7094, 1.9649], [3.8406, 1.6150, 1.2813], [3.9531, 2.1131, 2.9768], [4.2605, -1.1592, 2.3486], [4.9482, -0.3207, 2.1929], [4.3051, -1.8059, 1.4606], [4.6446, -1.7543, 3.1921], [1.9382, -2.9402, 3.4522], [2.9184, -3.1748, 3.8923], [1.8196, -3.5717, 2.5618], [1.1669, -3.2392, 4.1728], [-0.5475, -1.1336, 4.0288], [-0.3494, -1.5285, 5.0397], [-1.0177, -1.9501, 3.4574], [-1.2790, -0.3215, 4.1283], [0.2924, 1.8849, 3.4794], [0.3414, 2.0767, 4.5649], [-0.7709, 1.7595, 3.2305], [0.6574, 2.7853, 2.9782], [-1.5165, 3.5748, -3.1632], [-1.1085, 4.5204, -2.3031], [-2.0094, 5.5536, -1.6765], [-3.4187, 5.0481, -1.2595], [-3.4798, 3.6298, -0.7596], [-3.8521, 2.5790, -1.5222], [-3.9160, 2.5987, -3.0246], [-2.8933, 3.5259, -3.7505], [-2.1327, 6.3943, -2.3828], [-4.1211, 5.2010, -2.0957], [-1.5128, 5.9760, -0.7887], [-3.3136, 4.5416, -3.8157], [-0.7865, 2.8925, -3.6220], [-0.0413, 4.7361, -2.1650], [-2.7941, 3.1544, -4.7838], [-3.7912, 1.5726, -3.4079], [-4.2771, 1.6881, -1.0422], [-4.9246, 2.9226, -3.3403], [-3.7615, 5.6993, -0.4367], [-3.3772, 3.5213, 0.3280], [0.2886, 1.9165, -0.7923], [-2.0849, -0.5249, 0.7355], [-1.2538, 1.1887, -1.5389], [-2.0694, -0.0515, -1.0558], [-1.1038, 1.0951, -2.6238], [-1.8737, 2.0842, -1.4181], [-3.1296, 0.1319, -1.2908], [-1.7810, -0.9302, -1.6567], [-2.9448, -2.1310, 0.7748], [-3.0948, -2.4188, 1.8267], [-2.3414, -2.9137, 0.2841], [-3.9183, -2.0452, 0.2698], [-3.2029, 0.6304, 1.5819], [-4.1929, 0.6320, 1.0981], [-2.7865, 1.6495, 1.5824], [-3.3031, 0.2953, 2.6277], [1.3685, 2.4486, -2.1511], [2.4046, 2.3429, -1.7909], [1.2235, 3.4870, -2.4652], [1.2494, 1.7919, -3.0255], [-0.2084, 3.2807, 0.3086], [-0.8232, 2.9198, 1.1449], [-0.7782, 4.0723, -0.1912], [0.7013, 3.7288, 0.7342], [3.2863, -0.7635, -1.2813], [2.7259, -2.5495, -1.3045], [2.2916, -3.0486, -3.0480], [4.1219, -3.6435, -0.7146], [1.3148, -2.6249, -0.2727], [0.6889, -3.8823, -0.2395], [-0.4653, -4.0996, -1.0240], [-1.0472, -5.3635, -1.0742], [-0.5129, -6.4202, -0.3236], [0.6157, -6.2050, 0.4757], [1.2366, -4.9568, 0.5024], [4.2353, -0.8254, -1.8278], [3.5159, -0.3449, -0.2852], [2.6263, -0.0832, -1.8463], [3.1880, -2.9877, -3.6840], [1.9110, -4.0785, -3.1010], [1.5294, -2.3811, -3.4722], [4.5618, -3.3181, 0.2369], [3.8050, -4.6894, -0.6033], [4.9204, -3.6197, -1.4738], [-0.8426, -3.2688, -1.6284], [-1.9195, -5.5241, -1.7021], [-0.9721, -7.4113, -0.3609], [1.0320, -7.0186, 1.0796], [2.1709, -4.7978, 1.0549]], "mulliken_charge": [0.649, 0.670, 0.673, 0.836, 0.768, 0.203, -1.670, 0.362, 0.312, 0.310, -1.257, 0.384, -0.242, 0.457, -1.848, 0.338, 0.260, 0.431, -1.779, 0.462, 0.257, 0.372, -1.525, 0.327, 0.224, 0.424, -0.210, -0.395, -0.913, -1.029, 0.249, -1.080, -0.901, -1.296, 0.424, 0.288, 0.376, 0.288, 0.848, 0.484, 0.442, 0.309, 1.063, 0.468, 0.425, 0.477, 1.085, 0.659, 2.368, -1.582, 0.857, -3.017, 0.812, 0.175, -1.292, 0.446, 0.260, 0.461, -1.254, 0.503, 0.029, 0.495, -1.636, 0.433, 0.387, 0.505, -0.263, -0.087, -0.589, 0.512, -1.160, 0.296, -1.146, -1.265, 0.898, -0.148, -0.343, -0.462, -0.636, -1.188, 0.101, 0.558, 0.374, -0.023, 0.380, 0.315, 0.248, 0.334, 0.355, 0.433, 0.424, 0.442, 0.376, 0.397, 0.459], "total_energy_ha": -2349.991028, "orbital_gap_ha": 0.265, "charge": 1, "spin_multiplicity": 1}



(2)
{"formula": "C33H57N4OP2Pt", "method": "the ωB97M-V functional and the def2-TZVPD basis", "elements": ["C", "C", "C", "C", "C", "H", "H", "H", "N", "P", "P", "C", "H", "H", "C", "H", "C", "C", "C", "C", "C", "H", "H", "H", "C", "H", "H", "H", "C", "H", "H", "H", "C", "H", "H", "H", "C", "H", "H", "H", "C", "H", "H", "H", "C", "H", "H", "H", "C", "H", "H", "H", "C", "H", "H", "H", "C", "H", "H", "H", "C", "H", "H", "H", "C", "H", "H", "H", "Pt", "C", "O", "N", "C", "C", "C", "C", "C", "H", "H", "H", "H", "H", "H", "H", "H", "H", "C", "C", "N", "C", "C", "N", "H", "H", "H", "H", "H", "H"], "positions_angstrom": [[2.4500, -1.2943, -1.0183], [1.6966, 0.7365, -1.9811], [3.2963, -1.5603, -2.0864], [2.3634, 0.3632, -3.1783], [3.2121, -0.7346, -3.2079], [3.9104, -2.4476, -2.0411], [2.2137, 1.0114, -4.0455], [3.8073, -0.9701, -4.0793], [1.7756, -0.1513, -0.9169], [0.6289, -2.3448, 0.9127], [0.5500, 2.4329, -0.0760], [2.2760, -2.3047, 0.1092], [2.5575, -3.3134, -0.2219], [2.9882, -2.0081, 0.8955], [1.1406, 2.0127, -1.7356], [0.9718, 2.6857, -2.5747], [-1.2283, 3.3141, 0.0139], [2.0230, 3.7013, 0.0697], [-0.3273, -3.5773, -0.2733], [0.9825, -3.2683, 2.5891], [-2.2995, 2.4080, 0.6284], [-1.9984, 2.0320, 1.6096], [-3.2209, 2.9954, 0.7712], [-2.5477, 1.5549, -0.0088], [-1.1848, 4.5772, 0.8977], [-0.8436, 4.3550, 1.9183], [-0.5869, 5.3924, 0.4749], [-2.2131, 4.9568, 0.9982], [-1.6645, 3.6187, -1.4147], [-2.6311, 4.1449, -1.3830], [-0.9705, 4.2538, -1.9766], [-1.8323, 2.6853, -1.9669], [2.1376, 4.2720, 1.4886], [2.6142, 3.5672, 2.1837], [2.7556, 5.1827, 1.4719], [1.1801, 4.5592, 1.9470], [3.3614, 3.0238, -0.2795], [3.6245, 2.2075, 0.4013], [3.3634, 2.6248, -1.2998], [4.1708, 3.7660, -0.2284], [1.7554, 4.7730, -1.0051], [2.0939, 4.4205, -1.9906], [0.6951, 5.0691, -1.1137], [2.3217, 5.6884, -0.7702], [-0.2904, -3.9477, 3.1234], [-0.1066, -4.2222, 4.1761], [-1.1600, -3.2761, 3.0986], [-0.5290, -4.8699, 2.5784], [1.4333, -2.2335, 3.6269], [2.3617, -1.7298, 3.3253], [0.6530, -1.4808, 3.8026], [1.6331, -2.7622, 4.5757], [2.1042, -4.3161, 2.4620], [3.0860, -3.8403, 2.3190], [2.1421, -4.8840, 3.4085], [1.9264, -5.0419, 1.6534], [-0.0475, -3.1136, -1.7080], [0.9646, -3.3749, -2.0476], [-0.7517, -3.6087, -2.3945], [-0.2022, -2.0318, -1.7953], [-1.8450, -3.5217, -0.0377], [-2.2085, -2.4905, -0.0674], [-2.3524, -4.0643, -0.8519], [-2.1269, -4.0128, 0.9009], [0.1221, -5.0411, -0.1284], [1.1923, -5.1969, -0.3121], [-0.1485, -5.4790, 0.8386], [-0.4133, -5.6198, -0.8979], [0.5713, 0.1787, 0.8462], [2.0881, 0.5212, 1.8863], [3.0747, 0.7229, 2.4790], [-2.0186, -0.4829, -0.9621], [-2.4100, -0.4132, -2.0516], [-2.5893, -0.1296, -3.5317], [-1.6791, 0.9669, -4.1304], [-2.1373, -1.4409, -4.1728], [-4.0568, 0.2867, -3.6069], [-1.8703, 1.9512, -3.7016], [-0.6369, 0.7211, -3.9220], [-1.8122, 1.0421, -5.2195], [-2.5441, -2.3379, -3.6790], [-2.3099, -1.5152, -5.2545], [-1.0424, -1.4846, -4.0460], [-4.3875, 0.6022, -4.5933], [-4.7395, -0.5080, -3.2608], [-4.2093, 1.1427, -2.9164], [-0.2473, 1.8543, 3.8382], [-1.1226, 0.7515, 3.4497], [-0.9540, -0.0554, 2.4024], [-2.0316, -0.9404, 2.3903], [-2.8549, -0.6464, 3.4423], [-2.2548, 0.4128, 4.1018], [-0.7242, 2.4346, 4.6279], [0.7079, 1.4634, 4.1941], [-0.0594, 2.5057, 2.9772], [-2.1587, -1.6660, 1.6023], [-3.7958, -1.0904, 3.7313], [-2.6010, 0.9009, 4.9237]], "mulliken_charge": [0.576, 0.629, -0.856, -0.840, -0.966, 0.573, 0.538, 0.472, 0.383, -0.210, 0.411, -2.145, 0.688, 0.695, -1.911, 0.593, 2.722, 1.628, 2.755, 2.134, -1.898, 0.377, 0.692, 0.014, -1.844, 0.269, 0.262, 0.537, -1.515, 0.529, 0.318, -0.209, -1.493, 0.198, 0.506, 0.222, -1.554, 0.209, 0.267, 0.554, -1.496, 0.291, 0.164, 0.501, -1.543, 0.534, 0.168, 0.276, -1.677, 0.242, 0.178, 0.609, -1.759, 0.310, 0.545, 0.252, -1.831, 0.165, 0.717, -0.052, -1.705, 0.187, 0.602, 0.334, -1.912, 0.271, 0.357, 0.506, 1.460, -0.048, -0.608, -0.277, -0.326, 2.024, -1.326, -1.548, -1.681, 0.445, 0.157, 0.477, 0.353, 0.449, 0.297, 0.426, 0.369, 0.306, -0.766, -0.175, 1.647, -0.868, -1.058, 0.042, 0.519, 0.185, -0.180, 0.482, 0.432, 0.247], "total_energy_ha": -2387.678352, "orbital_gap_ha": [0.252, 0.189], "charge": 1, "e_above_lowest_kcal_mol": 0.0, "spin_multiplicity": 3}



(3)
{"formula": "C33H57N4OP2Sn", "method": "the ωB97M-V functional and the def2-TZVPD basis", "elements": ["C", "C", "C", "C", "C", "H", "H", "H", "N", "P", "P", "C", "H", "H", "C", "H", "C", "C", "C", "C", "C", "H", "H", "H", "C", "H", "H", "H", "C", "H", "H", "H", "C", "H", "H", "H", "C", "H", "H", "H", "C", "H", "H", "H", "C", "H", "H", "H", "C", "H", "H", "H", "C", "H", "H", "H", "C", "H", "H", "H", "C", "H", "H", "H", "C", "H", "H", "H", "Sn", "C", "O", "N", "C", "C", "C", "C", "C", "H", "H", "H", "H", "H", "H", "H", "H", "H", "C", "N", "C", "C", "N", "C", "H", "H", "H", "H", "H", "H"], "positions_angstrom": [[1.4982, -1.9881, 2.0227], [2.1664, 0.2794, 2.3216], [2.2657, -2.3964, 3.1122], [2.8664, -0.1042, 3.5021], [2.9256, -1.4332, 3.8821], [2.2848, -3.4558, 3.3528], [3.3697, 0.6885, 4.0478], [3.4802, -1.7369, 4.7653], [1.5079, -0.7130, 1.6159], [-0.9810, -2.3384, 0.6121], [1.5973, 2.0052, 0.1821], [0.6367, -2.9912, 1.2544], [1.2074, -3.3743, 0.3924], [0.4327, -3.8600, 1.9019], [2.1457, 1.6027, 1.8210], [2.5901, 2.3771, 2.4529], [3.1440, 1.8985, -0.9554], [0.8752, 3.7707, 0.1858], [-1.5882, -3.4306, -0.8555], [-2.0732, -2.4473, 2.1547], [2.6904, 1.7880, -2.4183], [2.1463, 2.6766, -2.7588], [3.5814, 1.6798, -3.0585], [2.0565, 0.9053, -2.5702], [4.0421, 3.1271, -0.7510], [3.5936, 4.0570, -1.1217], [4.3266, 3.2536, 0.3029], [4.9706, 2.9719, -1.3234], [3.9557, 0.6424, -0.6016], [4.8043, 0.5575, -1.3020], [4.3708, 0.6999, 0.4138], [3.3490, -0.2673, -0.6914], [0.7161, 4.2758, -1.2572], [0.1201, 3.5806, -1.8653], [0.1731, 5.2333, -1.2248], [1.6731, 4.4671, -1.7569], [-0.5202, 3.7621, 0.8226], [-1.2302, 3.1452, 0.2601], [-0.5016, 3.4446, 1.8710], [-0.9056, 4.7959, 0.8029], [1.7667, 4.6984, 1.0200], [2.7823, 4.7978, 0.6243], [1.3106, 5.6999, 1.0092], [1.8232, 4.3661, 2.0633], [-3.4116, -1.7828, 1.7928], [-4.0787, -1.8599, 2.6652], [-3.2854, -0.7172, 1.5564], [-3.9046, -2.2811, 0.9469], [-1.3980, -1.6817, 3.3099], [-0.5303, -2.2348, 3.6992], [-1.0887, -0.6677, 3.0141], [-2.1275, -1.5796, 4.1319], [-2.2891, -3.8995, 2.6097], [-2.6894, -3.8782, 3.6355], [-3.0253, -4.4236, 1.9919], [-1.3576, -4.4799, 2.6334], [-0.4048, -4.2457, -1.3897], [-0.0383, -4.9773, -0.6551], [-0.7370, -4.8114, -2.2761], [0.4212, -3.5917, -1.6988], [-2.1026, -2.5134, -1.9774], [-1.3328, -1.8151, -2.3276], [-2.4099, -3.1401, -2.8310], [-2.9832, -1.9379, -1.6587], [-2.7191, -4.3945, -0.4770], [-2.3910, -5.1516, 0.2448], [-3.6130, -3.8773, -0.1054], [-3.0194, -4.9320, -1.3917], [-0.0963, 0.0505, 0.1503], [-1.8099, 1.0656, 1.7387], [-2.5513, 1.7492, 2.2938], [1.1737, -1.1426, -1.5333], [1.8580, -1.6836, -2.3186], [2.7098, -2.3038, -3.3922], [4.1815, -2.0200, -3.0949], [2.4945, -3.8173, -3.4237], [2.3106, -1.7028, -4.7392], [4.3903, -0.9426, -3.1295], [4.4572, -2.4052, -2.1044], [4.8153, -2.5169, -3.8433], [1.4670, -4.0589, -3.7204], [3.1758, -4.2762, -4.1569], [2.7050, -4.2628, -2.4439], [2.8963, -2.1654, -5.5460], [1.2460, -1.8854, -4.9391], [2.4934, -0.6202, -4.7524], [-4.7543, 1.6999, -2.5320], [-3.3265, 1.4537, -2.4339], [-2.3857, 1.6326, -3.4442], [-1.1832, 1.2602, -2.9263], [-1.3772, 0.8464, -1.6140], [-2.6827, 0.9871, -1.3489], [-4.9603, 2.7665, -2.6957], [-5.1905, 1.1337, -3.3669], [-5.2414, 1.3874, -1.6020], [-2.6510, 2.0016, -4.4161], [-0.2067, 1.2504, -3.3874], [-3.1875, 0.7692, -0.4098]], "mulliken_charge": [-0.317, 0.130, -0.778, -1.161, -0.807, 0.517, 0.528, 0.420, 0.616, 0.749, 1.674, -0.947, 0.585, 0.400, -1.412, 0.116, 2.082, 1.878, 2.385, 1.938, -0.916, 0.227, 0.639, -0.545, -1.990, 0.304, 0.357, 0.526, -1.620, 0.577, 0.307, 0.041, -1.761, 0.183, 0.545, 0.257, -1.559, 0.013, 0.226, 0.641, -1.772, 0.263, 0.519, 0.335, -1.321, 0.598, 0.035, 0.089, -1.638, 0.341, 0.142, 0.630, -1.651, 0.520, 0.412, 0.175, -1.574, 0.326, 0.651, -0.319, -1.703, -0.036, 0.686, 0.327, -2.031, 0.411, 0.333, 0.512, 1.121, -0.022, -0.286, 0.231, -0.839, 1.815, -1.529, -1.795, -1.601, 0.183, 0.378, 0.482, 0.371, 0.486, 0.356, 0.421, 0.388, 0.319, -0.911, 0.250, -0.846, -1.116, 1.330, -0.712, 0.338, 0.344, 0.317, 0.489, 0.426, 0.303], "total_energy_ha": -2482.618584, "orbital_gap_ha": 0.204, "charge": 1, "e_above_lowest_kcal_mol": 0.0, "spin_multiplicity": 1}